This record from the OMol25 dataset describes a structure of composition C42H45MoN10S. The level of theory is ωB97M-V/def2-TZVPD.

Positions of all 99 atoms, in Å:
Mo  0.08  0.05  0.02
C  1.52  5.18  -2.63
C  1.99  4.02  -1.98
N  1.38  2.86  -2.02
C  0.23  2.75  -2.74
C  -0.29  3.83  -3.47
C  0.38  5.07  -3.38
C  -1.44  3.66  -4.28
C  -2.04  2.43  -4.36
C  -1.53  1.36  -3.61
C  -0.44  1.49  -2.79
N  0.02  0.36  -2.05
C  0.36  -0.74  -2.85
C  0.79  -0.68  -4.15
C  1.06  -1.86  -4.88
C  0.90  -3.09  -4.31
C  0.48  -3.18  -2.96
C  0.28  -4.40  -2.29
C  -0.12  -4.39  -0.97
C  -0.29  -3.17  -0.33
N  -0.11  -1.99  -0.91
C  0.24  -2.00  -2.24
H  2.07  6.10  -2.56
H  2.91  4.07  -1.41
H  0.00  5.92  -3.93
H  -1.82  4.50  -4.84
H  -2.89  2.28  -5.00
H  -2.02  0.39  -3.69
H  0.90  0.28  -4.65
H  1.39  -1.78  -5.90
H  1.08  -4.00  -4.87
H  0.43  -5.34  -2.81
H  -0.30  -5.31  -0.43
H  -0.58  -3.17  0.71
N  2.21  0.63  -0.67
N  3.08  1.28  0.24
C  2.54  2.03  1.18
N  3.30  2.86  1.89
S  0.85  1.97  1.48
H  2.73  -0.11  -1.14
H  1.91  1.38  -1.36
H  4.06  1.32  0.00
H  4.29  2.95  1.73
H  2.89  3.40  2.64
C  -3.41  -2.38  -0.01
C  -3.80  -1.17  0.80
C  -5.13  -0.82  0.90
C  -5.53  0.28  1.65
C  -4.59  1.02  2.34
C  -3.23  0.69  2.29
C  -2.26  1.46  3.14
C  -2.87  -0.39  1.49
N  -1.44  -0.74  1.43
C  -1.03  -1.53  2.35
C  -1.87  -2.15  3.41
C  0.46  -1.80  2.40
C  0.97  -2.77  3.42
N  1.18  -1.15  1.56
C  2.62  -1.15  1.80
C  3.08  -0.44  2.92
C  2.21  0.16  3.99
C  4.46  -0.32  3.09
C  5.35  -0.91  2.21
C  4.86  -1.66  1.15
C  3.50  -1.80  0.93
C  3.04  -2.71  -0.18
H  -4.28  -2.82  -0.46
H  -2.94  -3.15  0.61
H  -2.70  -2.14  -0.80
H  -5.87  -1.41  0.38
H  -6.58  0.54  1.71
H  -4.89  1.86  2.94
H  -2.55  2.51  3.19
H  -1.24  1.41  2.77
H  -2.26  1.08  4.16
H  -2.94  -1.99  3.24
H  -1.61  -1.73  4.38
H  -1.67  -3.22  3.48
H  0.46  -3.72  3.28
H  0.73  -2.43  4.43
H  2.04  -2.92  3.34
H  1.17  0.29  3.70
H  2.58  1.15  4.28
H  2.24  -0.45  4.89
H  4.84  0.22  3.95
H  6.41  -0.82  2.37
H  5.55  -2.17  0.49
H  3.88  -2.95  -0.84
H  2.25  -2.28  -0.79
H  2.67  -3.66  0.22
N  -2.67  1.06  -0.96
C  -3.56  2.04  -1.06
C  -3.02  3.15  -0.45
C  -1.77  2.73  0.01
N  -1.56  1.45  -0.29
H  -2.74  0.11  -1.31
H  -4.50  1.89  -1.57
H  -3.45  4.13  -0.35
H  -1.03  3.32  0.52

Relative energy (zero: lowest compared OMol25 entry of this formula, charge and spin) (kJ/mol): 19.3
HOMO (alpha / beta) (eV): -15.025 / -15.242
Multiplicity: 3
Net charge: +3
Frontier orbital gap (alpha / beta) (eV): 5.97 / 5.89
<S²>: 2.029
Electronic energy (hartree): -2640.6702

=====

This record from the OMol25 dataset describes a structure of composition C42H46BCsN12O in a non-equilibrium geometry. The level of theory is ωB97M-V/def2-TZVPD.

Positions of all 103 atoms, in Å:
Cs  -0.28  -0.55  0.40
C  1.74  -0.42  -3.79
C  0.49  -0.99  -3.67
N  0.49  -2.01  -2.86
N  1.75  -2.13  -2.44
C  2.55  -1.16  -2.95
B  2.28  -3.33  -1.64
N  3.17  -2.82  -0.49
C  4.16  -3.49  0.17
C  4.54  -2.75  1.28
C  3.71  -1.66  1.21
N  2.88  -1.64  0.14
N  1.12  -4.18  -1.01
C  0.76  -5.46  -1.34
C  -0.16  -5.89  -0.41
C  -0.21  -4.84  0.51
N  0.49  -3.78  0.13
N  3.14  -4.14  -2.59
C  2.86  -4.32  -3.91
C  3.62  -5.34  -4.44
C  4.41  -5.74  -3.35
N  4.09  -5.10  -2.23
H  2.05  0.36  -4.44
H  -0.41  -0.66  -4.11
H  3.53  -0.96  -2.66
H  4.42  -4.50  -0.18
H  5.30  -2.89  1.99
H  3.68  -0.78  1.88
H  1.24  -5.93  -2.24
H  -0.68  -6.85  -0.37
H  -0.77  -4.72  1.45
H  2.16  -3.57  -4.33
H  3.67  -5.63  -5.44
H  5.16  -6.49  -3.41
C  1.24  -2.57  3.16
N  0.89  -1.21  3.49
C  -0.38  -1.00  4.25
C  1.94  -0.39  3.91
C  3.09  -0.70  4.62
C  4.01  0.24  4.96
C  3.84  1.53  4.55
C  2.65  1.99  3.97
C  1.72  1.08  3.50
N  0.84  1.40  2.57
C  0.46  2.68  2.31
C  -0.08  3.54  3.28
C  -0.67  4.75  2.88
C  -0.67  5.12  1.59
C  -0.06  4.34  0.59
C  0.56  3.13  0.92
N  1.16  2.31  0.02
C  2.65  2.14  0.27
C  0.82  2.72  -1.39
H  1.50  -3.16  4.01
H  1.95  -2.65  2.34
H  0.36  -2.98  2.71
H  -0.03  -1.25  5.22
H  -1.05  -1.76  3.83
H  -0.83  -0.02  4.33
H  3.29  -1.77  4.72
H  4.90  -0.24  5.34
H  4.53  2.24  4.99
H  2.70  3.02  3.61
H  -0.03  3.35  4.29
H  -1.18  5.45  3.57
H  -1.08  6.01  1.24
H  -0.07  4.69  -0.37
H  3.25  3.05  0.24
H  3.03  1.52  -0.54
H  2.86  1.60  1.18
H  1.12  3.77  -1.58
H  -0.27  2.56  -1.54
H  1.41  2.04  -2.01
C  -2.97  0.11  2.15
O  -3.12  -0.79  1.07
H  -3.22  -0.32  3.14
H  -3.60  0.99  2.07
H  -1.95  0.64  2.21
H  -3.07  0.01  -0.22
N  -2.72  0.78  -0.91
C  -3.59  1.58  -1.42
C  -3.12  2.70  -2.27
C  -3.74  3.94  -2.13
C  -3.34  5.02  -2.90
C  -2.33  4.79  -3.83
C  -1.72  3.55  -4.01
C  -2.15  2.53  -3.20
C  -5.12  1.33  -1.34
C  -5.62  0.76  -0.18
C  -6.96  0.52  -0.04
C  -7.83  0.88  -1.06
C  -7.37  1.48  -2.22
C  -6.01  1.72  -2.38
H  -4.57  3.98  -1.49
H  -3.75  5.98  -2.84
H  -1.93  5.59  -4.44
H  -1.04  3.39  -4.85
H  -1.62  1.55  -3.18
H  -4.94  0.40  0.60
H  -7.27  0.05  0.90
H  -8.93  0.73  -0.95
H  -8.08  1.65  -3.03
H  -5.59  2.20  -3.17

Relative energy (zero: lowest compared OMol25 entry of this formula, charge and spin) (kJ/mol): 61.5
HOMO (alpha / beta) (eV): -4.737 / -4.736
Multiplicity: 2
Net charge: -1
Frontier orbital gap (alpha / beta) (eV): 6.70 / 5.26
<S²>: 0.797
Electronic energy (hartree): -2405.3741

=====

This record from the OMol25 dataset describes a structure of composition C42H46I2LaN11OP2S in a non-equilibrium geometry. The level of theory is ωB97M-V/def2-TZVPD.

Positions of all 106 atoms, in Å:
La  -1.89  -0.97  -0.10
I  -3.78  -1.47  3.30
C  -4.06  -0.97  1.19
I  -2.69  1.72  -1.47
H  -4.64  -0.05  1.25
H  -4.75  -1.76  0.86
N  0.82  -3.83  0.30
C  -0.51  -4.20  0.38
N  -0.89  -5.46  0.46
N  -2.24  -5.39  0.56
N  -2.63  -4.17  0.55
N  -1.54  -3.35  0.43
C  1.28  -2.61  0.77
N  2.49  -2.48  1.29
N  2.57  -1.17  1.61
N  1.47  -0.56  1.29
N  0.61  -1.46  0.73
H  1.46  -4.59  0.48
C  3.39  1.28  -1.41
C  2.53  0.07  -1.79
P  0.73  0.45  -1.99
C  0.87  1.61  -3.42
C  1.48  1.25  -4.62
C  1.66  2.17  -5.64
C  1.21  3.48  -5.47
C  0.59  3.85  -4.29
C  0.41  2.91  -3.28
C  0.16  -1.04  -2.92
C  -0.86  -0.90  -3.87
C  -1.39  -2.01  -4.50
C  -0.93  -3.29  -4.19
C  0.06  -3.44  -3.24
C  0.61  -2.32  -2.61
C  3.35  1.73  0.06
P  1.77  2.54  0.62
C  2.25  2.96  2.36
C  2.83  1.99  3.18
C  3.12  2.26  4.51
C  2.82  3.50  5.06
C  2.22  4.47  4.26
C  1.94  4.20  2.93
C  1.88  4.21  -0.15
C  0.68  4.93  -0.20
C  0.61  6.20  -0.76
C  1.76  6.77  -1.30
C  2.96  6.07  -1.26
C  3.01  4.81  -0.68
H  3.16  2.13  -2.06
H  4.42  0.99  -1.64
H  2.62  -0.70  -1.02
H  2.92  -0.34  -2.72
H  1.82  0.23  -4.76
H  2.13  1.87  -6.57
H  1.35  4.21  -6.26
H  0.23  4.86  -4.15
H  -0.12  3.18  -2.37
H  -1.25  0.08  -4.10
H  -2.19  -1.89  -5.22
H  -1.39  -4.16  -4.65
H  0.40  -4.43  -2.95
H  1.40  -2.46  -1.89
H  4.16  2.45  0.24
H  3.54  0.88  0.71
H  3.03  0.99  2.80
H  3.55  1.48  5.13
H  3.04  3.70  6.10
H  1.97  5.43  4.68
H  1.48  4.97  2.33
H  -0.23  4.46  0.18
H  -0.34  6.72  -0.80
H  1.71  7.75  -1.76
H  3.85  6.51  -1.68
H  3.97  4.29  -0.66
C  -1.86  1.66  2.58
O  -1.15  0.62  1.92
H  -1.38  2.62  2.39
H  -1.89  1.46  3.66
H  -2.87  1.68  2.19
H  -0.34  0.40  2.41
C  -3.29  -2.00  -1.92
C  -4.61  -2.27  -2.26
C  -5.41  -1.33  -3.00
C  -6.71  -1.62  -3.35
C  -7.30  -2.83  -2.99
C  -6.56  -3.76  -2.25
C  -5.25  -3.50  -1.89
H  -4.96  -0.38  -3.25
H  -7.29  -0.88  -3.91
H  -8.33  -3.05  -3.26
H  -7.01  -4.70  -1.95
H  -4.68  -4.21  -1.30
C  2.31  -2.73  5.94
N  1.17  -3.04  5.12
C  1.01  -4.37  4.57
C  -0.26  -4.22  3.72
N  -0.31  -2.78  3.54
C  0.42  -2.11  4.46
S  0.44  -0.45  4.74
H  2.30  -3.32  6.86
H  2.29  -1.67  6.19
H  3.24  -2.94  5.40
H  0.90  -5.11  5.36
H  1.88  -4.63  3.95
H  -1.15  -4.58  4.24
H  -0.18  -4.74  2.77
H  -1.13  -2.37  3.12

HOMO (alpha / beta) (eV): -1.490 / -1.243
Net charge: -2
Frontier orbital gap (alpha / beta) (eV): 5.41 / 5.16
Electronic energy (hartree): -4013.5712